[1]
14
Properties=species:S:1:pos:R:3:forces:R:3 method="wB97M-V/def2-TZVPD" spin_multiplicity=1 homo_energy_ev="-8.604 / -7.701"
C -0.39855 -0.74183 0.91659 0.0 -3.0 -1.6
C -1.08325 -0.75211 2.12354 -0.4 -3.3 2.0
C 0.77628 0.79654 -1.91922 3.4 0.7 0.9
N -1.28361 1.30685 3.35577 1.6 1.4 -3.0
N 0.00655 0.15733 0.10673 0.5 0.1 0.1
N 0.70556 -0.33911 -0.98226 -1.8 1.2 -1.1
O -1.33146 0.01116 3.15890 -1.4 -0.2 1.6
H -0.26367 -1.81910 0.45012 -0.5 1.6 1.5
H -1.34939 -1.83683 2.53562 0.7 2.4 -1.3
H 0.17007 0.90120 -2.78492 -1.0 -0.6 -0.6
H 0.74987 1.74824 -1.35588 -0.4 -0.7 -0.1
H 1.83710 0.75331 -2.20300 -0.2 0.3 -0.8
H -1.74928 1.52743 4.20813 -0.5 -0.9 1.2
H 0.34378 -1.19640 -1.49274 0.1 1.0 1.4

=====

[2]
80
Properties=species:S:1:pos:R:3:forces:R:3 method="wB97M-V/def2-TZVPD" spin_multiplicity=1 total_charge=-1 homo_energy_ev=-5.494
C 4.55836 0.27947 -1.79321 0.4 -0.6 0.6
O 3.45542 -0.31650 -2.51362 0.2 1.1 -0.2
C 2.38997 0.64964 -2.74478 -0.1 1.7 0.9
C 1.60692 1.04315 -1.36460 0.7 1.2 -0.9
C 0.02244 1.18392 -1.53881 1.2 0.2 -1.0
B -0.85468 0.91858 -0.14134 -0.6 0.3 -1.7
C -2.44200 1.00209 -0.68069 -1.2 -0.6 0.1
C -3.32703 -0.29243 -0.32525 -1.2 0.5 -0.9
C -4.90664 0.08402 -0.53643 1.3 -0.9 0.0
C -5.73453 -1.19009 -1.04653 0.3 0.9 -0.6
N -7.15351 -0.74183 -1.30931 -2.0 0.4 0.1
C -7.99857 -1.23394 -2.37900 -3.6 3.9 2.2
C -9.31123 -0.41458 -2.21552 1.8 0.2 1.5
C -9.24400 0.55964 -0.99991 5.1 -4.2 -1.8
C -7.81568 0.24223 -0.49507 -3.3 0.5 -1.6
C -0.44059 -0.55178 0.45817 1.3 -1.1 1.0
C -0.29536 -1.72520 -0.63146 -0.5 -1.0 -0.1
C 1.20197 -2.24724 -0.84729 2.4 -0.5 0.8
O 2.09924 -2.27295 0.03211 -3.1 0.3 -2.6
O 1.56114 -2.78270 -2.13724 -0.6 1.3 1.9
C -0.46644 2.07240 0.96009 1.7 -0.8 1.6
I -0.99216 4.13729 0.32147 0.1 -0.6 0.3
C -0.97751 1.86579 2.46439 -1.3 1.9 -0.4
C -2.43152 1.23759 2.65994 -0.6 0.1 1.2
I 0.47488 0.79344 3.75544 -0.6 0.4 -0.5
H 4.38167 0.15500 -0.66889 0.2 0.4 -1.4
H 5.51318 -0.30189 -2.04551 -1.4 0.7 0.2
H 4.75061 1.37848 -2.04366 -0.5 -1.3 0.2
H 1.65017 0.34697 -3.55834 1.2 -0.3 1.2
H 2.91655 1.60871 -3.13672 -0.9 -1.3 0.5
H 2.00586 2.09735 -1.10567 -0.6 -1.8 -0.2
H 1.96332 0.36222 -0.52174 -0.7 0.6 -1.2
H -0.17332 2.24387 -1.97111 0.2 -1.6 0.6
H -0.29101 0.46245 -2.38924 0.3 0.9 1.3
H -2.47433 1.11027 -1.83606 -0.1 -0.1 1.7
H -3.00604 1.90882 -0.26740 0.7 -1.0 -0.6
H -3.05434 -1.14819 -1.05768 -0.4 1.2 1.3
H -3.24470 -0.65789 0.75113 0.2 0.4 -1.5
H -5.24741 0.49276 0.48354 0.2 -0.6 -1.7
H -4.97292 0.88281 -1.35447 -0.1 -1.0 1.3
H -5.30261 -1.49504 -2.07660 -0.7 0.5 1.7
H -5.68257 -2.10444 -0.36627 -0.2 1.3 -0.7
H -7.78620 -2.01372 -3.18117 0.1 1.4 1.6
H -10.26479 -0.43675 -2.85191 1.9 -0.4 0.8
H -9.98130 1.30445 -0.56926 1.2 -1.3 -0.8
H -7.39123 0.79608 0.40897 -0.2 -1.4 -1.7
H -1.12765 -0.93339 1.30589 1.1 0.5 -1.3
H 0.60260 -0.45295 0.95647 -1.6 -0.3 -0.7
H -0.82640 -1.50174 -1.63442 1.3 -0.3 1.5
H -0.87535 -2.63535 -0.20348 1.1 1.2 -0.8
H 2.55174 -2.77297 -2.18434 -1.1 0.1 0.4
H 0.69147 2.10766 1.02928 -1.9 0.3 -0.2
H -1.01994 2.92109 2.93968 0.3 -1.9 -0.5
H -3.21972 1.62512 1.90658 1.6 -0.7 0.9
H -2.81429 1.60636 3.69133 0.6 -0.6 -1.5
H -2.45114 0.08662 2.73935 0.1 1.9 -0.5
C 5.96630 3.59277 1.02545 0.0 -0.1 0.0
C 6.20749 4.56434 -0.12528 0.2 -0.3 0.2
C 5.05306 5.54901 -0.32472 -0.6 -0.6 -0.3
C 3.79094 4.79843 -0.63944 -2.5 -1.1 -0.6
N 2.79779 4.20761 -0.88747 3.4 2.1 0.8
H 5.09298 2.96105 0.84325 0.0 0.1 0.0
H 6.82607 2.92952 1.14889 -0.1 0.1 0.0
H 5.81267 4.12985 1.96646 0.0 -0.1 -0.1
H 6.36949 3.99205 -1.04452 0.0 0.1 0.0
H 7.12605 5.12618 0.06985 -0.1 0.1 -0.1
H 5.27814 6.23046 -1.14917 -0.2 0.0 0.0
H 4.89827 6.14762 0.57724 -0.1 -0.1 -0.1
C 3.17512 -3.91178 2.60982 0.0 0.2 0.0
C 2.40234 -5.09551 2.04086 0.1 0.4 -0.1
C 2.65088 -6.39583 2.81005 0.8 0.0 -0.3
C 4.10856 -6.75601 2.75188 2.7 -0.9 0.1
N 5.25537 -7.03952 2.70546 -3.7 0.9 0.1
H 4.25570 -4.06692 2.54583 -0.1 -0.1 0.1
H 2.94394 -3.00445 2.04822 0.0 -0.1 0.1
H 2.91311 -3.73979 3.65890 0.0 0.0 0.0
H 2.67970 -5.22750 0.99024 -0.1 -0.1 0.1
H 1.33302 -4.86608 2.06464 0.1 -0.1 0.0
H 2.06548 -7.20897 2.37282 0.2 0.0 0.1
H 2.35113 -6.28649 3.85605 0.2 0.0 -0.1

=====

[3]
36
Properties=species:S:1:pos:R:3:forces:R:3 method="wB97M-V/def2-TZVPD" spin_multiplicity=1 smiles="C#CCN(CCCO)S(=O)(=O)F.O=C1C=C(O)C(=O)C=C1O" homo_energy_ev=-9.767
C -2.98189 -1.11079 -0.05254 0.1 -0.1 -0.4
C -1.98955 -1.76440 0.10413 -0.2 -0.3 0.3
C -0.91789 -2.72886 0.38973 0.4 -0.1 -0.2
N -0.21580 -2.56916 1.68086 -0.9 1.3 0.2
C 0.69828 -1.38647 1.71215 0.5 -0.1 0.5
C 0.24163 -0.16621 2.53535 0.9 0.6 -0.4
C 1.11076 1.10986 2.26830 0.0 -0.7 0.1
O 2.32590 0.85318 1.55798 0.0 0.1 0.0
S -1.15491 -2.82633 3.00211 0.9 -2.2 0.2
O -0.35297 -2.70074 4.16647 0.0 0.8 -0.1
O -1.85972 -4.04661 2.80898 -0.3 0.4 -0.4
F -2.24562 -1.70590 3.03038 0.2 0.2 0.0
H -3.87881 -0.59880 -0.30961 0.1 0.2 0.2
H -0.14628 -2.63837 -0.37618 0.0 0.0 0.0
H -1.28131 -3.75336 0.33469 -0.3 0.1 0.0
H 1.63817 -1.72926 2.15156 -0.1 -0.2 0.0
H 0.93354 -1.14496 0.68109 -0.3 0.1 0.2
H 0.40890 -0.40961 3.58171 -0.5 -0.1 0.1
H -0.79419 0.10680 2.34888 -0.1 -0.2 0.1
H 0.55699 1.83006 1.67229 0.0 0.0 0.0
H 1.37336 1.56951 3.22311 -0.2 0.1 0.0
H 2.91439 0.33183 2.11173 0.1 0.1 0.0
O 0.62751 0.45874 -0.50764 -0.2 0.2 -0.5
C 0.48781 1.04771 -1.56439 -0.3 -0.2 -0.2
C -0.37491 0.59175 -2.63912 0.0 -0.1 0.2
C -0.46727 1.31288 -3.76442 -0.2 -0.3 0.0
O -1.24013 0.96565 -4.78699 0.1 0.2 0.0
C 0.30505 2.59014 -3.95593 0.3 0.3 0.2
O 0.17428 3.17359 -5.01597 -0.1 -0.1 -0.1
C 1.15952 3.04937 -2.87555 -0.1 0.1 -0.2
C 1.25604 2.32899 -1.74822 0.3 0.3 0.0
O 2.04005 2.68044 -0.73535 -0.3 -0.3 -0.1
H -0.93166 -0.32281 -2.48689 0.0 0.0 0.0
H -1.11705 1.65816 -5.46537 0.0 0.0 0.0
H 1.70666 3.96952 -3.02311 0.0 0.0 0.0
H 1.99112 1.97445 -0.05424 0.2 0.0 0.1

=====

[4]
88
Properties=species:S:1:pos:R:3:forces:R:3 method="wB97M-V/def2-TZVPD" spin_multiplicity=1 total_charge=-2 homo_energy_ev=-0.921
Cs -1.81031 0.67412 0.08281 1.1 -0.4 0.0
C 2.77291 1.28483 -1.89285 -0.1 0.0 0.0
N 1.55857 1.31370 -2.68928 0.1 0.0 0.0
C 0.83466 2.55087 -2.53905 0.0 0.0 0.0
C 1.66257 0.78125 -3.99989 0.0 0.0 0.1
C 1.36008 1.55799 -5.10696 0.0 0.0 0.0
C 1.32685 1.03282 -6.40683 0.0 -0.1 0.1
C 1.62323 -0.30986 -6.57305 0.0 0.0 0.1
C 1.95149 -1.11196 -5.48135 0.0 0.0 0.0
C 1.97740 -0.62485 -4.15036 -0.1 0.2 0.0
N 2.10752 -1.35067 -3.02220 0.1 -0.2 -0.1
C 2.64734 -2.59634 -2.95436 -0.1 0.1 0.1
C 3.67464 -3.11591 -3.77152 0.0 0.0 0.0
C 4.28397 -4.34427 -3.52118 -0.1 0.1 0.0
C 3.88466 -5.12813 -2.45144 0.0 0.1 0.0
C 2.84602 -4.66137 -1.63516 0.0 0.0 0.0
C 2.22412 -3.44277 -1.86225 -0.1 0.1 0.0
N 1.19172 -2.97021 -1.00909 -0.1 0.0 -0.2
C 1.02723 -3.65128 0.24931 0.0 0.0 0.1
C -0.09370 -2.77721 -1.67773 0.1 0.0 0.1
H 3.47655 2.08554 -2.18978 0.0 0.0 0.0
H 2.52196 1.42834 -0.83701 0.0 0.0 0.0
H 3.24822 0.31268 -1.99191 0.0 0.0 0.0
H 1.37637 3.43415 -2.93356 0.0 0.0 0.0
H -0.14201 2.49098 -3.01807 0.0 -0.1 0.0
H 0.65474 2.72919 -1.47645 0.0 0.0 -0.1
H 1.11303 2.60402 -4.95646 0.0 -0.1 0.0
H 1.06255 1.66431 -7.24799 0.0 0.0 0.0
H 1.58553 -0.76018 -7.56167 0.0 0.0 0.0
H 2.12364 -2.16951 -5.64198 0.0 0.0 0.0
H 4.04114 -2.50015 -4.58453 0.0 0.0 0.0
H 5.09088 -4.67366 -4.16992 0.0 0.0 0.0
H 4.35595 -6.08347 -2.24359 0.0 0.0 0.0
H 2.51423 -5.27144 -0.80022 0.1 0.0 -0.1
H 0.65225 -4.68789 0.14865 0.0 0.0 0.0
H 1.97823 -3.68934 0.78708 -0.1 0.0 0.0
H 0.30048 -3.10225 0.85230 0.0 0.0 0.0
H -0.55725 -3.74342 -1.94208 0.0 0.0 0.0
H -0.77422 -2.24160 -1.01229 0.0 0.0 0.1
H 0.04065 -2.17958 -2.57167 0.1 0.0 -0.1
O 0.62605 -1.44831 5.62208 -0.1 0.1 -0.1
C -0.41175 -2.27068 5.29454 0.0 -0.1 -0.1
C -0.69376 -3.32811 6.15316 -0.1 0.0 0.0
C -1.72557 -4.20792 5.85199 0.0 0.0 0.0
C -2.48451 -4.02741 4.70185 0.0 0.0 0.0
C -2.18875 -2.96799 3.84803 0.0 0.1 0.0
C -1.15576 -2.08069 4.11945 0.1 -0.1 0.0
C -0.81124 -0.99785 3.06844 -0.3 -0.1 0.0
O -1.68604 -0.87173 2.08644 0.3 -0.8 1.4
N -0.65545 0.29224 3.87429 0.4 0.0 -0.1
N -0.05509 1.29901 3.18335 -0.1 -0.4 0.1
C -0.40745 2.48590 3.46873 0.2 0.4 -0.3
C 0.21346 3.66334 2.84236 -0.2 -0.6 0.1
Br 1.00355 3.39862 1.15126 0.1 -0.1 0.0
C 0.18149 4.89288 3.34407 -0.1 0.6 0.3
C -0.37147 5.28662 4.66388 0.1 0.0 -0.3
C -1.07198 6.49155 4.75692 -0.1 0.1 0.1
C -1.62920 6.90526 5.95922 0.1 0.0 -0.1
C -1.48483 6.12379 7.09834 0.0 0.0 0.0
C -0.76597 4.94073 7.02673 0.1 -0.1 -0.2
C -0.20616 4.52672 5.82153 0.0 0.0 0.2
H 0.51181 -0.64807 5.06825 0.0 0.0 0.1
H -0.09015 -3.44206 7.04654 0.0 0.0 0.0
H -1.93293 -5.03931 6.51795 0.0 0.0 0.0
H -3.29111 -4.71331 4.46173 0.1 0.1 0.0
H -2.74065 -2.78930 2.92922 0.1 0.0 0.1
H 0.23398 -1.18536 2.74257 0.1 0.0 0.0
H -1.57018 0.56366 4.22187 -0.3 0.0 0.1
H -1.19182 2.68648 4.19530 -0.1 0.1 0.1
H 0.55077 5.70633 2.72735 0.0 0.0 0.1
H -1.19087 7.09855 3.86474 0.0 0.0 0.1
H -2.17988 7.83678 6.00042 0.0 0.0 0.0
H -1.92762 6.43820 8.03678 0.0 0.0 0.0
H -0.63058 4.33138 7.91078 0.0 0.0 0.0
H 0.37816 3.61438 5.78733 0.0 0.0 0.0
O -4.84746 1.24467 -1.59037 0.3 0.2 -0.2
C -3.70834 1.52379 -2.02965 -0.3 0.0 -0.1
O -2.85223 2.29267 -1.53248 -1.0 1.1 -1.2
C -3.25779 0.70889 -3.25291 0.0 0.1 0.0
C -4.20325 0.28570 -4.18378 0.1 -0.1 -0.1
C -3.77430 -0.44858 -5.27731 0.0 0.0 0.0
C -2.42754 -0.77704 -5.38018 0.0 0.0 0.1
C -1.56419 -0.35123 -4.38036 -0.1 0.2 0.1
N -1.96110 0.40120 -3.34500 -0.1 -0.2 -0.2
H -5.24294 0.53109 -4.01030 0.0 0.0 0.0
H -4.48057 -0.77167 -6.03543 0.0 0.0 0.0
H -2.03475 -1.35184 -6.20908 0.0 0.0 0.0
H -0.50790 -0.60947 -4.41707 -0.1 0.1 0.0

=====

[5]
7
Properties=species:S:1:pos:R:3:forces:R:3 method="wB97M-V/def2-TZVPD" spin_multiplicity=1 total_charge=-1 homo_energy_ev="-4.333 / -4.333"
N -0.35464 -0.15638 1.10510 2.7 0.0 0.6
O -1.45231 -0.61631 -1.33179 -1.5 -1.0 -0.7
O 2.20111 -0.74922 -1.18633 -3.0 0.9 0.7
P -0.31383 -0.04877 -0.64263 4.3 -0.6 0.7
Br -0.55850 2.20892 -0.73828 0.2 0.4 0.0
H 0.52530 0.47313 1.28572 -2.0 -1.4 0.0
H -0.04713 -1.11137 1.50821 -0.7 1.8 -1.4

=====

[6]
24
Properties=species:S:1:pos:R:3:forces:R:3 method="wB97M-V/def2-TZVPD" spin_multiplicity=1 total_charge=-1 homo_energy_ev=-3.617
C 0.32082 -0.65641 2.67022 -0.1 -1.1 0.1
C 0.10659 -1.57868 1.40596 0.6 -0.2 0.4
C 0.57626 -0.94584 0.04602 -0.3 -0.3 1.4
C -0.26390 0.29246 -0.43798 1.4 -0.9 -3.9
N -1.73527 0.20017 -0.48317 0.7 0.1 3.5
C -2.26436 0.52792 0.65161 1.1 -1.0 -2.3
O -2.88840 0.36066 1.61747 -0.4 0.4 0.0
O 0.37812 1.50353 0.02915 2.9 -0.7 -0.7
C 1.36368 1.93582 -0.84378 -1.1 -2.3 -0.4
O 2.10855 2.84584 -0.72697 -0.2 0.0 0.4
O 1.40224 1.06333 -1.97272 -0.4 0.5 0.9
C 0.08762 0.49038 -1.98025 -2.4 1.1 0.6
N -0.19271 -0.65193 -2.83922 1.3 0.7 0.3
H 0.31013 -1.34059 3.57120 0.0 0.8 -0.8
H -0.50586 0.07575 2.83293 0.9 -0.3 -0.4
H 1.33863 -0.19722 2.61925 -1.0 0.0 0.1
H 0.75744 -2.49130 1.56992 -0.6 0.8 -0.2
H -0.94730 -1.96772 1.39232 0.9 0.5 -0.3
H 1.63775 -0.59192 0.18819 -1.0 -0.2 -0.1
H 0.63586 -1.78045 -0.70274 -0.5 1.0 0.4
H -0.60789 1.34749 -2.23006 0.5 -1.0 -0.1
H -0.78474 -0.39304 -3.62700 0.5 0.0 0.3
H 0.70420 -1.02282 -3.16075 -0.5 -0.1 -0.1
Br -1.53745 2.97455 0.41041 -2.3 2.2 0.8

=====

Calculated calculated total energy in order - -9735.4378; -55178.4956; -42043.1180; -127743.9590; -84947.3774; -88634.5952 eV
Calculated max |F| in order - 3.84; 6.78; 2.40; 1.87; 4.36; 4.26 eV Å⁻¹